Formula: C52H70AsAuClN7O3PS
Source: the OMol25 dataset
Level of theory: the ωB97M-V functional and the def2-TZVPD basis

Geometry as ORCA input:
```
! wB97M-V def2-TZVPD RIJCOSX def2/J DEFGRID3
* xyz 3 1
N -0.7166 -3.6663 -0.0121
C 1.3912 2.2044 1.4917
C 2.9745 5.6850 -3.6932
H 5.4237 -3.1999 0.2842
H -4.7520 0.2899 2.1889
H 1.8826 -3.5715 4.5409
H 0.3204 1.0504 -8.6290
H -2.8977 -7.8595 0.8333
H 0.2644 -0.4022 5.6513
H 3.6010 -4.6844 -1.2702
H -1.0486 2.0308 -8.1575
H -4.7063 -6.0036 -1.5627
C -1.2562 1.5596 -5.6214
C 2.8229 -4.3031 -0.6189
H 4.8456 -1.8902 1.3445
C 1.8925 3.2356 2.2718
H -1.1441 5.9176 -2.9257
N -2.6186 -5.0076 -0.6735
C -0.9009 -0.5232 -6.9343
N -0.1486 -1.1453 -1.5935
C -2.3271 -0.8150 4.9711
H 1.8208 0.5495 0.2045
H 2.0120 2.7838 -1.3485
H -2.2362 -1.1676 -2.0651
H 0.4870 0.2174 3.0631
H 1.8224 -1.1732 5.8882
H 2.0851 0.6251 -7.6053
C -1.1613 2.5120 4.0296
Cl 3.2886 7.4170 -1.6556
H 0.6372 -5.0457 3.4969
H -2.6992 -3.8642 2.0528
H -3.2279 2.9084 1.3689
C -1.2275 -3.9341 3.6524
H 1.9045 -0.9235 -2.1040
H -0.1753 -1.1501 -7.4459
C 4.1202 2.5199 1.7293
C 2.1031 1.9799 -3.8870
H 1.2187 3.9100 2.7864
H -1.1475 4.8476 1.2142
As -0.5116 1.9620 1.2059
H -1.2950 -1.0440 -6.0657
C -0.8091 2.8698 -1.5214
O 2.0837 -2.0378 0.5844
H -1.6848 -1.1383 5.7713
H -1.7270 -0.3435 -7.6190
H -1.6704 -5.0801 5.4019
N -2.5336 -6.9485 0.6103
C -0.9006 3.8375 -2.5072
C -2.0053 2.9781 5.0272
H -1.3516 1.0612 -4.6618
C -2.9261 -0.7248 2.6450
H -0.2299 -4.1030 5.5863
H -0.1771 -4.7661 1.9492
H -4.7223 3.7361 3.1622
S 3.1957 -2.5496 -0.2717
C -2.8936 2.9306 2.4031
C -4.3376 0.3129 4.2868
C 3.2641 3.3843 2.3919
C 1.1377 0.5711 -5.8791
H -0.6831 1.8208 -1.7700
H 1.0165 2.7252 -5.5561
H -0.9850 2.6022 -5.4739
H 3.0055 1.3862 -3.7162
H -0.8308 3.5585 -3.5468
H -3.9128 3.8240 5.4900
C -1.1809 5.5330 -0.8221
C 2.5562 4.8288 -1.4658
N -4.2454 -6.5782 -0.8779
C -0.2876 0.8259 -6.5465
C 0.8146 -1.3280 5.5046
C 2.3650 3.3672 -3.3863
C 0.8741 -0.9143 -2.3965
C 0.9411 -1.6755 4.0220
H 2.9860 -2.3100 4.0237
H -2.7283 -0.9779 1.6105
H -1.6574 3.0012 6.0479
C -0.3290 -4.9875 3.0048
H 2.2627 -0.6647 -4.5526
H 4.2814 0.8432 0.3987
H 0.3675 -2.1211 6.0954
C -4.0657 -0.0097 2.9660
C 2.9135 5.8852 -2.3105
H -0.8037 -5.9622 3.1095
H -3.6735 0.1431 6.3155
H 0.9946 -1.4996 -5.4396
H -3.3284 -3.3767 3.6359
C 2.7044 4.4380 -4.2163
H -1.6554 -6.6742 1.0170
H 3.2473 6.5062 -4.3397
H -0.1578 2.1747 4.2710
Au -0.3617 -1.7190 0.6796
P -0.6473 -2.1963 3.1273
H 5.1854 2.6329 1.8446
H -1.8426 -3.3527 5.6577
H -5.2235 0.8744 4.5390
C -1.0783 5.1657 -2.1551
N -0.9054 -0.7753 -3.6357
C -0.0837 1.6587 -7.8233
H 1.8608 -4.3553 -1.1183
O -0.8670 0.4565 0.6511
H 2.6187 2.1187 -5.9553
H -3.0194 -5.0743 3.3013
H 4.3228 -3.5609 1.6446
C -3.4648 -0.0914 5.2832
C -1.2336 -4.1095 5.1690
H 1.3093 1.5652 -3.2656
H 1.9974 -3.1346 2.8168
H -2.2426 1.5513 -6.0799
H 0.5585 2.5243 -7.6742
C 3.6153 1.5103 0.9250
C 4.5903 -2.8386 0.8801
H 2.0852 0.1555 3.8371
C -0.8954 3.2406 -0.1882
C -3.7293 3.3921 3.4050
H 2.7883 -4.8718 0.3027
O 2.0037 0.0342 -6.8454
C 1.2127 -0.6041 -4.8498
C -3.2775 3.4261 4.7142
C 2.2819 3.5964 -2.0078
H -1.3415 6.5655 -0.5498
C -1.6090 2.5049 2.7180
N 0.4266 -0.6790 -3.6417
C -2.0372 -1.1332 3.6435
C 1.3612 -0.4183 3.2589
H 2.7718 4.3040 -5.2824
C -2.6575 -4.0641 3.1232
C -1.2270 -1.0407 -2.3974
C -1.0751 4.5706 0.1670
H 3.6652 4.1711 3.0095
C 2.0094 -2.7538 3.8364
H 2.5039 4.9803 -0.3988
H 1.8097 -0.6922 2.3055
C -1.6280 -4.3512 -0.2780
C -3.1151 -6.1750 -0.3133
C 2.2464 1.3526 0.8019
H -4.6295 -7.4852 -0.6776
C 1.7230 1.9230 -5.3634
*
```

Summary:
- lowest unoccupied orbital energy (spin up / spin down) (eV) = -10.559 / -10.560
- HOMO level (spin up / spin down) (eV) = -13.615 / -13.615
- HOMO-LUMO gap (spin up / spin down) (eV) = 3.06 / 3.05
- calculated total energy (Eh) = -6202.7891